[1]
Molecular formula: C13H22NO5
Method: DFT, ωB97M-V with the def2-TZVPD basis set

Geometry as ORCA input:
```
! wB97M-V def2-TZVPD RIJCOSX def2/J DEFGRID3
* xyz 1 1
O 1.054 2.099 1.896
O 0.619 1.099 3.878
O 0.636 -1.378 2.434
O 1.394 2.179 -0.323
O -3.899 2.095 -1.612
N -1.552 1.886 -0.365
C 1.375 -2.597 2.172
C 4.819 -0.970 1.287
C 1.806 0.134 0.868
C 0.747 1.000 2.707
C 1.520 1.577 0.711
C -3.677 0.883 -0.931
C 4.113 -0.265 0.397
C -2.180 0.593 -0.815
C 2.710 -0.592 -0.081
C 0.752 -3.385 1.039
C -1.502 0.153 -2.102
C 1.032 -0.247 1.902
C -4.126 2.007 -3.023
H 5.394 -0.461 2.052
H -4.092 1.012 0.073
H -1.997 -0.142 -0.030
H 0.636 -2.775 0.142
H -0.528 1.876 -0.447
H 2.576 -0.160 -1.075
H -4.555 1.040 -3.290
H 4.530 0.674 0.035
H -3.203 2.163 -3.583
H 1.358 -4.259 0.813
H 4.989 -2.042 1.224
H -1.938 2.637 -0.952
H 2.429 -2.364 2.027
H -1.802 2.120 0.598
H -2.073 -0.646 -2.571
H 1.275 -3.158 3.097
H -0.248 -3.707 1.325
H -1.410 0.974 -2.815
H -0.497 -0.222 -1.903
H 2.545 -1.667 -0.078
H -4.198 0.044 -1.396
H -4.829 2.794 -3.286
*
```

Properties
LUMO level ... -3.57 eV
ΔE to the lowest compared entry with this formula, charge and spin ... 270.1 kJ/mol
Gap between HOMO and LUMO ... 8.249 eV
Strongest force on any atom ... 1.483 eV/A

Here are the natural (NBO) charges for atoms 1 to 4, given in e: -0.51, -0.44, -0.45, -0.59



[2]
Molecular formula: C13H22O10
Method: DFT, ωB97M-V with the def2-TZVPD basis set

Geometry as ORCA input:
```
! wB97M-V def2-TZVPD RIJCOSX def2/J DEFGRID3
* xyz -1 2
O 14.755 -6.559 -4.732
O 7.300 -12.044 -6.703
O 14.480 -10.928 -12.185
O 15.683 -7.803 -3.131
O 11.178 -8.743 -8.216
O 13.881 -8.432 -4.220
O 15.973 -10.878 -10.312
O 13.722 -10.785 -10.089
O 6.297 -10.208 -7.640
O 6.947 -11.874 -8.953
C 6.826 -11.487 -7.674
C 13.171 -8.031 -5.361
C 13.093 -10.781 -12.366
C 6.254 -10.923 -9.788
C 11.071 -7.366 -8.756
C 7.014 -8.623 -9.203
C 13.691 -6.669 -5.699
C 14.837 -10.904 -10.831
C 5.950 -9.681 -8.856
C 12.581 -11.838 -13.327
C 12.555 -10.586 -10.945
C 11.717 -7.953 -4.976
C 14.847 -7.631 -3.977
H 14.028 -6.478 -6.718
H 13.236 -8.744 -6.183
H 12.853 -11.519 -14.333
H 11.649 -7.150 -4.241
H 10.927 -7.224 -9.827
H 5.333 -11.370 -10.162
H 12.920 -5.935 -5.468
H 10.974 -7.739 -5.744
H 12.853 -9.804 -12.786
H 8.013 -9.051 -9.279
H 12.194 -9.560 -10.878
H 7.174 -7.927 -8.380
H 10.534 -9.290 -8.671
H 11.500 -11.977 -13.350
H 10.139 -6.982 -8.340
H 11.297 -8.864 -4.549
H 11.880 -6.877 -8.213
H 13.194 -12.734 -13.232
H 6.777 -8.051 -10.100
H 6.914 -10.581 -10.585
H 11.741 -11.282 -10.741
H 4.888 -9.433 -8.865
*
```

Properties
LUMO level (alpha / beta) ... 2.76 / 2.66 eV
<S²> ... 0.751
Gap between HOMO and LUMO (alpha / beta) ... 2.714 / 10.373 eV
Strongest force on any atom ... 4.575 eV/A

Here are the natural (NBO) charges for atoms 1 to 4, given in e: -0.49, -0.59, -0.51, -0.61



[3]
Molecular formula: C13H23BN2OP
Method: DFT, ωB97M-V with the def2-TZVPD basis set

Geometry as ORCA input:
```
! wB97M-V def2-TZVPD RIJCOSX def2/J DEFGRID3
* xyz 1 1
P 1.890 3.871 -0.510
O 0.474 6.099 -1.795
N 0.015 -5.836 -0.090
N -1.433 0.979 0.438
C 0.681 -4.953 -0.863
C -0.906 -5.407 0.796
C 1.207 6.741 0.540
C 0.163 -0.762 0.393
C -0.845 -1.706 0.213
C -1.719 2.411 0.587
C -2.429 0.090 0.242
C -2.168 -1.247 0.130
C 0.301 -7.277 -0.241
C -0.533 -3.137 0.121
C -0.147 0.567 0.507
C 0.431 -3.612 -0.776
C -1.197 -4.076 0.918
B 1.107 5.697 -0.631
H 1.406 -5.362 -1.551
H -1.135 2.945 -0.166
H -1.408 2.721 1.579
H 2.532 4.264 0.756
H 0.028 -7.585 -1.247
H 0.709 3.337 0.301
H 1.913 6.428 1.296
H 1.202 -1.054 0.459
H 2.561 2.545 -0.446
H 3.052 4.389 -1.301
H 0.620 1.321 0.648
H -3.431 0.484 0.179
H -2.991 -1.927 -0.033
H 1.190 3.427 -1.741
H -1.934 -3.768 1.646
H 1.097 6.608 -2.344
H -1.393 -6.158 1.398
H 1.359 -7.448 -0.067
H 0.976 -2.938 -1.420
H 0.246 6.897 1.011
H 1.568 7.676 0.128
H -0.283 -7.832 0.482
H -2.782 2.588 0.457
*
```

Properties
LUMO level ... -5.25 eV
Gap between HOMO and LUMO ... 2.195 eV
Strongest force on any atom ... 1.014 eV/A

Here are the natural (NBO) charges for atoms 1 to 4, given in e: 0.17, -0.95, -0.27, -0.26



[4]
Molecular formula: C13H23BN4O9
Method: DFT, ωB97M-V with the def2-TZVPD basis set

Geometry as ORCA input:
```
! wB97M-V def2-TZVPD RIJCOSX def2/J DEFGRID3
* xyz 0 1
O -0.089 6.190 -0.069
O -2.093 3.416 -0.486
O 1.287 5.801 -2.017
O -2.243 6.069 0.614
O 1.996 4.977 0.068
O -1.815 -5.439 0.458
O 4.215 5.245 -0.285
O 0.033 4.021 -0.968
O 3.347 6.253 -2.835
N 0.021 0.117 1.798
N -2.012 -1.222 0.234
N -0.625 0.871 0.835
N -1.889 0.701 -1.410
C -1.266 5.566 0.084
C -1.191 4.238 -0.467
C 3.497 -2.680 0.902
C -2.877 -2.068 -0.699
C -2.665 -4.812 -0.567
C -1.454 -4.506 1.535
C 3.231 -1.472 -0.176
C -1.523 0.037 -0.065
C 2.624 5.844 -1.941
C 1.481 -0.123 1.491
C -2.023 -3.394 -1.178
C 1.797 -0.696 -0.012
C 3.059 5.339 -0.665
B 0.807 5.247 -0.746
H -3.793 -4.661 -0.207
H 4.088 -0.679 -0.103
H -3.379 -1.468 -1.567
H -0.098 0.606 2.735
H -2.953 0.705 -1.453
H 0.884 -1.371 -0.380
H -1.174 -5.157 2.485
H -2.278 -3.716 1.799
H -1.206 1.598 1.304
H 3.753 -2.145 1.938
H 2.173 0.835 1.657
H -0.440 -3.953 1.235
H -2.740 -5.597 -1.458
H 2.463 -3.238 1.085
H 1.809 0.248 -0.735
H 4.355 -3.418 0.596
H -3.764 -2.487 -0.020
H -1.662 1.734 -1.288
H 3.230 -1.972 -1.259
H 1.864 -0.908 2.305
H -1.797 -1.681 1.170
H -0.864 -3.299 -0.925
H -2.103 -3.495 -2.345
*
```

Properties
LUMO level ... -1.23 eV
Gap between HOMO and LUMO ... 8.227 eV
Strongest force on any atom ... 5.127 eV/A

Here are the natural (NBO) charges for atoms 1 to 4, given in e: -0.62, -0.62, -0.64, -0.52



[5]
Molecular formula: C13H23BN6OSiSr
Method: DFT, ωB97M-V with the def2-TZVPD basis set

Geometry as ORCA input:
```
! wB97M-V def2-TZVPD RIJCOSX def2/J DEFGRID3
* xyz 0 1
Sr -0.001 -0.005 -0.068
Si -0.001 -0.005 3.702
O -0.001 -0.005 1.932
N -1.584 -0.251 -1.548
N -1.279 -0.058 -2.857
N 0.538 1.759 -1.218
N 0.538 1.670 -2.573
N 1.145 -0.768 -2.810
N 1.250 -1.081 -1.493
C -2.390 -0.244 -3.617
C 0.330 1.731 4.302
C 2.180 -2.044 -1.379
C 0.899 2.865 -3.109
C -3.450 -0.569 -2.770
C 1.140 3.758 -2.064
C 2.006 -1.532 -3.531
C 2.692 -2.368 -2.651
C -0.521 -1.707 0.983
C -1.663 -0.559 4.361
C -2.890 -0.558 -1.477
C 1.343 -1.139 4.330
C 0.899 3.012 -0.894
B 0.162 0.338 -3.281
H -0.466 2.407 3.929
H -3.351 -0.750 -0.509
H 3.455 -3.106 -2.895
H 0.963 3.302 0.155
H 1.353 -1.122 5.439
H 0.338 1.744 5.411
H -1.540 -2.016 0.689
H -1.646 -0.530 5.469
H -4.481 -0.780 -3.049
H 2.430 -2.444 -0.396
H 1.314 2.072 3.920
H -0.890 0.780 0.957
H 2.065 -1.421 -4.614
H -1.878 -1.595 4.028
H 0.180 -2.520 0.722
H 0.224 0.471 -4.481
H -0.496 -1.550 2.073
H 2.325 -0.793 3.946
H 0.956 2.989 -4.189
H 1.447 4.800 -2.140
H 1.151 -2.173 3.978
H -2.341 -0.130 -4.699
H -2.454 0.121 3.985
*
```

Properties
LUMO level (alpha / beta) ... 0.36 / 0.18 eV
ΔE to the lowest compared entry with this formula, charge and spin ... 1079.4 kJ/mol
Gap between HOMO and LUMO (alpha / beta) ... 7.900 / 6.739 eV
Strongest force on any atom ... 10.629 eV/A

Here are the Löwdin charges for atoms 1 to 4, given in e: 1.46, 0.38, -0.76, -0.15



[6]
Molecular formula: C13H23BrInNO4P
Method: DFT, ωB97M-V with the def2-TZVPD basis set

Geometry as ORCA input:
```
! wB97M-V def2-TZVPD RIJCOSX def2/J DEFGRID3
* xyz -1 1
In -2.653 -1.050 -0.249
Br -5.267 -0.877 -0.201
P -2.104 -2.843 -2.028
O -1.656 0.739 -0.659
O -3.279 -3.879 -1.936
O 0.994 0.409 -2.161
O -2.070 3.164 2.031
N 1.290 -1.562 0.019
C 3.214 -0.058 -0.889
C 2.758 -1.406 -0.146
C -4.086 1.747 1.904
C -1.766 -1.877 1.698
C 4.270 2.656 -2.277
C -0.308 -1.250 1.971
C -2.505 1.850 1.509
C -2.300 1.899 -0.084
C 5.189 1.789 -1.358
C 2.826 2.138 -2.505
C 4.683 0.475 -0.658
C 2.328 0.798 -1.839
C 0.906 -2.140 1.341
H 4.593 3.622 -2.793
H 3.241 -2.279 -0.742
H -3.269 2.149 -0.669
H 2.093 2.724 -3.171
H -1.854 3.010 2.980
H 1.737 -2.138 2.124
H -4.226 2.319 2.882
H -1.749 -3.028 1.626
H 0.546 -3.231 1.209
H -2.089 -2.319 -3.365
H -0.207 -0.198 1.536
H -0.897 -3.575 -1.693
H 3.314 -1.409 0.869
H 0.965 -0.179 -2.946
H -4.265 0.632 2.146
H 0.858 -2.082 -0.756
H -1.594 2.797 -0.290
H 5.398 -0.115 0.028
H 6.273 2.151 -1.207
H -1.910 1.040 2.049
H -0.198 -1.175 3.125
H -2.480 -1.545 2.533
H -4.743 2.108 1.043
*
```

Properties
LUMO level ... 2.60 eV
Gap between HOMO and LUMO ... 7.448 eV
Strongest force on any atom ... 4.696 eV/A

Here are the Löwdin charges for atoms 1 to 4, given in e: 0.37, -0.02, 0.50, -0.41